# 1
DFT (ωB97M-V/def2-TZVPD) results for a structure of composition C42H36Br2CdIN5O3P.

Summary:
E_tot = -219767.49654 eV
net charge = +1
energy above the lowest of the compared OMol25 structures with the same formula, charge and spin = 42.0 kJ/mol
LUMO energy = -2.6 eV
highest occupied orbital energy = -10.841 eV

```
91
Properties=species:S:1:pos:R:3:forces:R:3
I -0.430034 -2.037428 3.138474 -0.15 -0.15 -0.04
Cd -0.436734 -0.984532 -0.120966 0.10 0.19 0.28
Br -3.927342 -1.127422 -1.823205 0.02 0.01 0.03
Br -2.509190 -2.227651 -4.497736 0.03 -0.04 -0.01
P -0.940004 1.043979 1.508927 -0.03 -0.28 -0.17
O 6.081182 -0.490670 -1.939471 0.26 0.02 0.07
O 0.878995 -2.803761 -3.684381 0.04 -0.12 -0.08
O 4.992040 -0.203829 -5.337459 0.11 -0.12 -0.07
N -0.288327 -2.349643 -1.764907 0.01 0.03 0.17
N 0.073996 0.338545 -2.204432 0.05 -0.12 0.00
N -1.959665 -2.870905 0.306959 0.02 -0.02 -0.11
N 2.003443 -1.462998 0.199450 -0.03 0.02 -0.03
N 4.178156 -0.101924 -3.118483 -0.22 0.07 0.09
C -0.061674 2.850796 5.616054 -0.04 -0.07 -0.10
C -1.288941 2.660492 3.588318 -0.06 0.12 0.05
C 0.441762 4.645898 0.052205 0.04 -0.03 0.01
C -2.715505 -4.845075 -0.779278 0.04 0.02 -0.01
C 1.763060 4.323041 -0.230072 0.00 -0.03 0.00
C 1.374073 -1.060164 5.232533 -0.03 0.17 -0.01
C 3.771916 -3.028153 0.585130 -0.09 0.03 0.02
C -0.768394 1.419805 3.311834 -0.09 -0.04 -0.07
C 0.883989 -0.146233 -4.402159 -0.01 0.04 0.08
C 2.234523 3.044034 0.024068 -0.06 0.03 0.02
C -0.566357 -3.733262 -1.499119 0.01 -0.12 -0.05
C -5.399477 1.741283 0.636863 0.05 -0.03 0.03
C -4.450909 2.214654 -0.254541 -0.03 -0.03 0.00
C 0.923232 1.204201 -4.706206 0.00 -0.04 0.01
C 0.486087 -0.582796 4.305397 0.18 0.02 0.10
C 0.058132 0.776173 4.290724 0.01 -0.09 -0.07
C 0.377729 -2.040581 -2.859749 0.01 0.13 -0.14
C 2.498322 -2.531644 0.825330 0.08 -0.06 -0.03
C 1.375186 2.085065 0.537236 0.02 -0.05 0.03
C -4.032220 -3.871981 0.953307 0.08 0.07 0.00
C 1.398155 1.044814 6.349644 -0.03 -0.04 -0.09
C -3.646810 0.913485 2.056345 0.00 0.00 0.02
C 0.123302 1.636097 -2.505294 0.00 0.14 -0.03
C 4.051363 -1.312583 -1.039296 -0.12 0.09 0.01
C -3.847081 -4.873909 0.012728 0.01 0.01 0.02
C 4.816863 0.599692 -4.202555 0.09 0.23 -0.07
C 4.881862 -0.601348 -2.070220 -0.10 -0.20 0.03
C 0.471715 1.554911 5.406022 0.05 0.16 0.17
C 2.776083 -0.875861 -0.718756 0.12 -0.03 -0.03
C -1.789296 -3.822382 -0.617605 -0.03 -0.06 0.00
C 0.448614 -0.541782 -3.144182 0.00 -0.08 -0.01
C -3.100650 2.033775 0.000205 0.09 -0.02 -0.15
C -4.994138 1.081882 1.789766 -0.02 0.05 -0.04
C 1.878179 -0.223387 6.247312 -0.09 -0.01 -0.10
C 0.533641 2.115347 -3.738850 -0.03 -0.02 0.08
C -3.854765 -1.087261 -3.750055 -0.22 0.08 -0.17
C -0.412336 3.692749 0.582207 -0.02 -0.01 -0.03
C 4.568478 -2.403697 -0.355219 -0.01 0.03 0.02
C -0.976297 3.375002 4.755859 0.07 -0.07 0.03
C -2.688299 1.394292 1.163645 0.03 0.02 0.20
C 0.045588 2.397024 0.811360 0.08 0.06 -0.02
C -3.060289 -2.896246 1.062068 -0.10 -0.01 0.06
H 5.764817 0.992076 -3.821705 -0.17 -0.04 -0.03
H 0.545207 3.179529 -3.923237 0.00 0.04 -0.01
H 1.658051 -2.101150 5.216177 0.02 -0.08 0.00
H 0.257840 3.401071 6.489484 0.03 0.04 0.06
H 4.120148 -3.891412 1.132037 0.02 -0.03 0.02
H 5.709480 -0.825340 -5.166394 -0.02 0.01 -0.05
H -3.160511 -2.091345 1.780002 -0.05 0.02 0.02
H -1.414691 4.346827 4.926538 -0.03 0.04 0.01
H 1.851673 -3.005984 1.550178 -0.02 -0.02 0.04
H -4.822342 -1.424800 -4.113232 0.16 0.10 0.06
H -3.340293 0.427722 2.975175 0.03 -0.02 0.01
H -2.374078 2.391182 -0.720662 -0.02 -0.03 0.03
H -4.758134 2.718121 -1.158947 -0.04 0.04 -0.06
H 1.171968 -0.913327 -5.104972 0.01 -0.04 -0.03
H 5.573105 -2.741888 -0.567040 0.04 0.00 -0.02
H 1.706738 1.690136 7.158832 0.02 0.04 0.08
H 2.362928 -0.002232 -1.206223 -0.01 0.01 -0.04
H 2.584827 -0.613769 6.964360 0.04 -0.02 0.02
H -4.907125 -3.838302 1.584514 -0.04 0.00 0.03
H -4.581282 -5.657867 -0.108761 -0.03 -0.02 -0.01
H -1.931268 3.142821 2.861051 0.00 -0.03 0.04
H 1.740880 1.079769 0.723477 -0.03 0.07 0.04
H -2.547957 -5.593780 -1.540207 0.01 -0.03 -0.03
H -3.645484 -0.065145 -4.051372 -0.03 -0.14 0.04
H 2.423505 5.071102 -0.643643 0.05 0.05 -0.02
H -0.166204 2.325857 -1.722576 -0.01 0.01 -0.02
H -5.727377 0.716105 2.492715 -0.07 -0.04 0.04
H 1.248129 1.537081 -5.682039 0.02 0.02 -0.04
H -0.742890 -4.290396 -2.425707 0.03 0.08 0.05
H 0.274197 -4.239133 -0.995122 -0.04 0.04 -0.04
H -1.437711 3.962189 0.797510 -0.01 0.00 0.01
H 3.263816 2.790044 -0.180927 0.10 -0.02 -0.03
H 4.174690 1.424100 -4.520031 0.06 -0.07 0.06
H 0.077190 5.644910 -0.134335 -0.03 0.08 -0.02
H 3.254029 -0.473093 -3.285776 -0.02 0.06 -0.04
H -6.450808 1.880393 0.435085 -0.07 0.02 -0.02
```
Forces are in eV/Å.

---

# 2
DFT (ωB97M-V/def2-TZVPD) results for a structure of composition C42H36Br2N4O7PdSSi.

Summary:
E_tot = -226714.19295 eV
net charge = -2
energy above the lowest of the compared OMol25 structures with the same formula, charge and spin = 0.0 kJ/mol
LUMO energy (alpha / beta) = 3.8 / 3.8 eV
spin multiplicity = 3
highest occupied orbital energy (alpha / beta) = -1.000 / -2.660 eV

```
94
Properties=species:S:1:pos:R:3:forces:R:3
Pd -0.551026 0.161061 0.489242 0.46 -0.17 0.41
Br 1.397156 -1.380062 -4.252269 0.00 -0.02 0.03
Br -3.561862 0.668239 -5.980873 0.05 0.00 0.07
S 2.501476 1.565196 4.856227 0.05 -0.16 -0.20
Si -1.813698 -1.887108 0.697286 -0.10 0.03 0.17
O 0.407389 -0.316572 -1.530501 0.06 0.12 0.14
O 0.295995 3.040033 1.150455 -0.08 -0.02 -0.14
O 1.141234 -0.757494 1.633092 -0.04 -0.09 0.14
O 3.289857 -1.334408 1.427174 0.12 -0.14 -0.03
O -2.701357 0.300173 3.225973 -0.02 -0.21 -0.03
O 1.298981 1.617906 5.636034 -0.09 0.04 0.09
O 3.529356 2.557163 5.037441 -0.02 0.17 0.07
N 2.080569 1.572228 3.300018 0.30 -0.01 -0.17
N -1.841353 1.080233 -0.954143 -0.11 -0.07 -0.74
N -0.605400 3.702808 3.107355 -0.02 0.00 0.00
N -1.132426 1.582679 2.175471 -0.16 0.00 0.03
C -3.158470 -3.809589 4.204990 0.04 0.03 -0.04
C -3.940458 1.991896 -1.603390 0.02 0.16 0.44
C 3.325589 -2.379142 4.916358 -0.13 0.01 -0.10
C -4.464229 -0.756472 0.870039 -0.04 -0.08 0.03
C -2.313995 0.409789 -4.551889 -0.13 0.08 0.03
C -1.973159 -4.106524 4.861922 0.00 0.03 -0.03
C -0.766792 -3.723076 4.288901 0.01 0.00 -0.03
C -2.933747 1.723561 -0.653125 -0.41 0.20 0.15
C -3.779285 1.581610 -2.885578 0.13 -0.10 -0.26
C -5.243119 -1.498321 -1.684429 0.03 0.00 0.05
C 0.232176 -4.512476 -1.903257 0.00 0.06 0.02
C 5.038564 -1.274923 6.169324 -0.01 0.09 -0.01
C -0.114465 -3.384653 -1.160252 -0.04 -0.05 0.01
C -1.431742 3.456949 4.167105 0.13 0.07 -0.01
C -2.599666 0.888830 -3.252169 -0.05 0.02 0.00
C -3.584150 -1.542906 0.105896 -0.19 0.18 -0.12
C -0.564404 -5.646047 -1.872017 -0.05 0.03 0.02
C 2.366609 -0.526883 1.328427 -0.12 0.00 0.29
C -1.267671 -3.365012 -0.374212 0.02 -0.18 -0.12
C 2.705339 -1.168161 4.663428 0.07 -0.03 -0.03
C -2.025888 1.324119 3.192448 0.11 0.32 -0.03
C -5.713244 -0.385441 0.385157 0.07 -0.05 -0.03
C 4.440237 -0.047687 5.912515 0.02 -0.10 -0.06
C -0.400298 -0.078449 -2.470126 -0.21 0.05 -0.05
C -0.211706 -0.481533 -3.804005 -0.14 0.06 -0.17
C -0.745177 -3.051663 3.072750 -0.01 0.07 0.02
C 0.271289 4.856128 3.078831 -0.04 -0.02 0.05
C 5.144514 -3.784599 5.922016 0.00 0.02 0.01
C -2.160377 2.340317 4.243238 0.04 -0.10 -0.06
C -1.147822 -0.249933 -4.814766 0.19 -0.09 0.05
C 2.692735 0.924729 1.006172 0.15 0.20 -0.22
C -1.929982 -2.736969 2.393884 -0.05 -0.03 0.17
C 3.169644 1.603536 2.286465 -0.29 -0.11 0.04
C -4.001978 -1.884674 -1.187430 -0.03 0.03 0.03
C -6.110393 -0.755810 -0.894793 0.03 -0.03 0.02
C -1.649935 0.651842 -2.233997 0.23 -0.10 -0.05
C 4.489940 -2.450486 5.670587 0.10 -0.09 0.06
C -0.460613 2.756837 2.079459 0.03 -0.12 0.20
C -2.053138 -4.527045 -0.351233 0.04 -0.01 -0.04
C 3.275433 -0.003606 5.161255 0.00 -0.01 0.12
C -1.715685 -5.652045 -1.089204 0.04 0.04 0.01
C -3.131371 -3.134149 2.989290 0.09 -0.02 0.00
H -0.294717 -6.521692 -2.452618 0.00 0.00 0.00
H -5.527467 -1.771714 -2.694818 0.01 0.00 0.00
H -2.344222 -6.535498 -1.050375 0.00 0.00 0.00
H 0.203589 -2.739676 2.644960 -0.01 0.00 -0.01
H -4.542214 1.766259 -3.630053 0.01 -0.02 -0.01
H 5.314489 -4.317966 4.985260 0.00 0.02 0.00
H 5.957020 -1.315211 6.745973 -0.02 0.00 0.00
H 1.814751 -1.146245 4.046173 -0.02 0.05 -0.05
H -2.948588 -4.549954 0.263302 0.00 0.00 -0.01
H 1.129181 -4.493017 -2.511805 0.00 0.01 0.01
H 1.330652 0.911855 3.076532 -0.01 0.07 -0.04
H 0.249323 5.317529 2.094573 -0.03 0.01 -0.02
H 4.054886 1.073523 2.650474 -0.03 -0.02 0.10
H 3.507411 0.946692 0.283325 0.05 0.05 -0.03
H -4.071008 -2.916967 2.498021 -0.06 0.06 -0.05
H 1.831590 1.459683 0.601335 0.10 -0.04 0.05
H -6.372450 0.214353 1.003943 0.00 0.00 0.01
H 1.302621 4.569625 3.293625 0.01 -0.04 0.02
H -4.838420 2.509832 -1.291220 0.02 -0.02 0.02
H 3.439044 2.642742 2.108288 -0.04 0.06 -0.01
H -3.337677 -2.458657 -1.825013 -0.01 -0.01 -0.01
H 2.908274 -3.279991 4.481731 -0.01 0.00 0.01
H -7.079451 -0.455737 -1.278504 0.00 0.00 0.00
H 0.163539 -3.944832 4.800836 0.02 0.02 -0.01
H -0.072840 5.565975 3.831305 0.03 0.01 0.00
H -4.109140 -4.098802 4.641176 0.00 0.01 -0.01
H -3.035433 2.018948 0.385731 -0.04 0.02 -0.03
H 0.515965 -2.505145 -1.197691 0.02 0.00 0.00
H -0.943707 -0.605150 -5.815644 0.03 -0.01 0.00
H -1.987674 -4.623022 5.815296 0.00 -0.01 0.00
H 6.104744 -3.666116 6.426187 -0.01 0.00 -0.01
H 4.511329 -4.418929 6.546588 0.00 0.00 0.00
H -2.812498 2.143432 5.079859 -0.01 -0.03 -0.02
H 4.877370 0.876151 6.266911 -0.01 -0.01 0.00
H -4.144086 -0.417318 1.851240 -0.04 -0.06 -0.06
H -1.446087 4.221617 4.934791 -0.01 0.00 -0.02
```
Forces are in eV/Å.

---

# 3
DFT (ωB97M-V/def2-TZVPD) results for a structure of composition C42H36F2NP2V in a non-equilibrium geometry.

Summary:
E_tot = -95328.44939 eV
net charge = -1
energy above the lowest of the compared OMol25 structures with the same formula, charge and spin = 94.8 kJ/mol
LUMO energy (alpha / beta) = 2.4 / 2.4 eV
spin multiplicity = 2
highest occupied orbital energy (alpha / beta) = -3.322 / -2.624 eV

```
84
Properties=species:S:1:pos:R:3:forces:R:3
V -0.025231 0.634353 -1.412214 1.07 -0.04 -0.60
P 2.066858 0.126697 1.044812 0.15 -0.07 0.21
P -0.617222 -0.677125 0.583134 0.13 -0.12 0.45
F -0.363664 -1.252237 -8.239844 0.00 0.01 -0.05
F -5.269753 3.829844 -0.266346 -0.01 0.02 0.02
N 0.625361 -0.452787 1.757155 -0.01 -0.09 -0.14
C 4.105451 -1.772273 1.262300 0.07 -0.14 0.01
C 2.473544 1.594248 -1.757628 -0.35 -0.01 0.04
C -3.032308 3.308907 0.308286 0.12 -0.02 0.03
C 3.275568 -0.921962 1.984244 -0.01 0.09 -0.04
C -0.648520 -1.118551 -2.592532 -0.19 -0.11 -0.14
C 0.506226 2.522267 -2.466544 0.44 0.11 -0.14
C 1.563248 3.645544 3.144024 -0.01 -0.07 -0.04
C -0.958863 -2.983718 2.216739 -0.01 -0.06 0.08
C 3.378430 -0.911565 3.375669 0.05 -0.01 0.12
C -2.049972 0.364635 2.813541 -0.07 0.06 0.08
C -3.209566 0.783982 3.463790 0.03 -0.02 -0.05
C 5.101264 -2.589488 3.293619 0.01 0.00 0.06
C -4.437260 0.696975 2.825573 0.06 0.01 0.02
C 5.017400 -2.603611 1.911871 -0.11 0.08 -0.12
C -4.092357 2.252293 -1.571558 0.09 -0.14 -0.11
C -0.593610 -1.165378 -4.071136 -0.10 0.02 0.14
C -0.916638 -2.507896 0.901398 -0.11 0.01 0.02
C -1.177980 -4.322683 2.501780 0.00 0.08 -0.02
C -2.919313 1.523640 -1.797844 0.05 0.01 0.01
C 1.529162 2.603566 -1.470051 -0.24 -0.26 -0.11
C -1.772237 1.627963 -0.995154 -0.85 0.68 0.47
C 0.810266 1.434200 -3.319160 0.34 0.38 -0.17
C -4.125926 3.125394 -0.513332 0.01 0.02 0.03
C -4.505003 0.178670 1.536421 0.06 -0.03 -0.01
C 0.632752 -1.655470 -6.134072 0.13 -0.05 0.20
C 3.624394 2.290300 1.885943 0.04 0.04 0.01
C -1.652784 -0.733284 -4.884691 -0.03 0.01 -0.05
C -3.351370 -0.243712 0.897247 -0.07 -0.05 0.03
C -1.389526 -4.768695 0.159631 0.02 0.13 -0.06
C 3.864377 3.526816 2.468990 -0.06 -0.04 -0.02
C 2.355662 1.711058 1.933634 0.11 -0.05 0.00
C 2.830865 4.208300 3.103120 0.02 -0.03 -0.02
C 4.278843 -1.741895 4.028558 -0.06 0.05 -0.04
C -1.390918 -5.225905 1.465879 0.00 0.01 0.00
C 2.031157 0.852258 -2.861056 -0.32 0.19 0.06
C 0.544248 -1.626384 -4.745838 0.14 -0.06 -0.11
C -0.438872 -1.219177 -6.878178 -0.03 0.01 -0.01
C -1.154611 -3.420775 -0.120958 0.03 -0.14 0.01
C -1.882907 2.566041 0.057945 -0.12 0.01 -0.20
C 1.327317 2.404873 2.559505 -0.04 0.09 0.01
C -1.586221 -0.756249 -6.275279 -0.11 0.06 0.20
C -2.109011 -0.144367 1.524517 -0.03 -0.06 -0.09
H -3.147934 1.187138 4.468503 0.01 -0.01 -0.02
H -3.094666 4.008992 1.134897 0.02 -0.04 -0.03
H -1.090667 0.447850 3.310503 -0.02 0.00 0.01
H 5.808680 -3.234316 3.802322 -0.02 0.02 -0.01
H -1.570329 -5.457734 -0.657761 0.01 0.03 0.02
H -0.279836 3.239732 -2.620392 -0.15 -0.02 0.09
H 0.332721 1.975613 2.573968 0.02 0.01 0.01
H -0.003155 -1.883948 -2.168883 0.02 -0.22 -0.11
H -2.918469 0.834243 -2.636965 -0.01 0.00 0.01
H 4.027105 -1.787825 0.180073 0.02 0.00 0.03
H 0.749592 -1.159096 2.470377 -0.05 0.05 0.11
H -1.671382 -1.280923 -2.228509 0.01 -0.11 -0.09
H -3.410426 -0.626598 -0.115837 0.00 0.00 0.05
H 4.855700 3.962175 2.423602 -0.02 -0.01 0.00
H -0.853309 -2.292049 3.047990 0.00 -0.03 -0.03
H -1.199305 -4.658873 3.532868 0.00 0.02 -0.05
H -1.569131 -6.273733 1.681515 0.01 0.05 -0.01
H 1.523418 -2.012448 -6.637696 -0.02 0.00 0.04
H -5.457730 0.118899 1.023722 0.03 0.00 0.00
H -1.039191 2.711590 0.726616 0.00 0.00 -0.01
H 1.390438 -1.968477 -4.157221 -0.04 0.00 -0.05
H 1.611477 3.347708 -0.692239 -0.02 -0.01 0.04
H -1.158574 -3.088100 -1.148157 0.00 0.00 -0.01
H 4.437305 1.766061 1.390046 -0.03 0.02 0.03
H 3.012925 5.175707 3.555766 0.00 -0.02 -0.01
H 2.755129 -0.233498 3.950836 0.02 -0.02 -0.01
H 3.376980 1.410549 -1.199195 -0.01 -0.10 0.08
H -4.967771 2.138248 -2.201425 0.04 -0.01 0.00
H 5.657150 -3.261328 1.335937 -0.02 0.02 -0.01
H -2.556219 -0.364719 -4.410266 0.01 -0.02 -0.05
H 4.345980 -1.725042 5.110046 -0.01 0.01 -0.02
H 2.538389 0.014584 -3.312610 0.00 -0.06 0.02
H 0.297160 1.176223 -4.229972 -0.07 -0.04 0.03
H 0.748598 4.175290 3.623771 0.01 -0.01 -0.01
H -5.337352 1.037912 3.324431 0.03 -0.01 -0.02
H -2.414046 -0.417443 -6.886573 0.01 -0.01 0.03
```
Forces are in eV/Å.

---

Q: Which of these has the highest net charge?
A: C42H36Br2CdIN5O3P

---

Q: Number 2 is which compound?
A: C42H36Br2N4O7PdSSi

---

Q: Which value of E_tot does entry 1 give?
A: -219767.49654 eV

---

Q: Among the records above, which one has the lowest net charge?
A: C42H36Br2N4O7PdSSi